1.
The following is a DFT calculation (ωB97M-V/def2-TZVPD) of a molecular structure, C48H41F9GeN4O8Ti in a non-equilibrium geometry.

The value obtained for the HOMO energy (alpha / beta) is -2.22 / -5.30 eV. Its multiplicity is 4. Its total charge is -1. The value obtained for the lowest unoccupied orbital energy (alpha / beta) is 0.06327 / 0.05153 Eh.

Each line ends with the Mulliken spin population.
Geometry (Å):
Ti -0.5025 -0.7795 1.3831  0.92
C -0.0708 1.5332 4.6283  0.00
C -0.5007 1.9379 3.2683  -0.03
N -0.5022 1.1904 2.1815  -0.04
C -0.9503 2.0004 1.1445  0.13
C -1.2089 3.2917 1.6459  0.23
N -0.9135 3.1900 2.9983  0.06
C -1.6336 4.5342 1.0559  0.06
O -1.8445 4.5415 -0.2643  0.03
O -1.7888 5.5404 1.7441  0.10
C -0.9925 1.4483 -0.1713  0.24
O -1.3145 2.1125 -1.1797  0.15
O -0.5756 0.2012 -0.2233  0.39
H 0.0565 0.4560 4.6462  0.01
H -0.8193 1.8261 5.3623  0.00
H 0.8738 2.0120 4.8873  0.00
H -1.0075 3.9643 3.6364  0.00
H -1.6657 3.6487 -0.6889  0.01
O -0.0410 -2.1978 -0.2750  0.06
C 0.9714 -3.1385 -0.0349  0.03
C 1.7859 -2.6058 1.1223  0.03
C 2.8913 -3.2612 1.5944  -0.03
C 3.6228 -2.7301 2.6614  0.03
C 3.1886 -1.5057 3.1759  0.02
C 2.0894 -0.8846 2.6473  0.16
N 1.3377 -1.4143 1.6326  0.01
H -0.9019 -2.5762 -0.6116  -0.01
H 1.6146 -3.2330 -0.9265  0.01
H 0.5784 -4.1384 0.2002  0.01
H 3.2025 -4.1759 1.1116  0.00
H 4.4943 -3.2320 3.0452  0.00
H 3.7320 -1.0328 3.9778  0.00
H 1.7642 0.0861 3.0018  0.00
C -1.8607 -0.0231 -6.5174  0.00
C -3.0780 -0.5122 -5.7863  0.00
C -4.1322 -1.0519 -6.5117  0.00
C -5.2581 -1.5496 -5.8800  0.00
C -5.3312 -1.5259 -4.4991  0.00
C -4.2854 -0.9928 -3.7608  0.00
N -4.3251 -1.1146 -2.3518  0.00
C -4.2353 -0.0624 -1.4847  -0.01
C -4.8437 1.1650 -1.7661  0.02
C -4.8590 2.1717 -0.8267  0.01
C -4.2816 1.9865 0.4243  0.03
C -3.6458 0.7987 0.7127  0.03
C -3.5991 -0.2351 -0.2333  0.00
C -2.7467 -1.3974 0.0381  0.01
O -2.5449 -2.3156 -0.7965  0.01
O -2.1740 -1.4587 1.1935  0.06
C -3.1529 -0.4637 -4.3923  0.00
C -2.0433 0.0788 -3.5542  0.00
H -1.9687 -0.1940 -7.5860  0.00
H -0.9735 -0.5535 -6.1758  0.00
H -1.7045 1.0407 -6.3467  0.00
H -4.0688 -1.0950 -7.5914  0.00
H -6.0678 -1.9701 -6.4610  0.00
H -6.1883 -1.9298 -3.9805  0.00
H -3.8009 -1.9226 -2.0095  0.00
H -5.2835 1.3165 -2.7414  0.00
H -5.3256 3.1163 -1.0613  0.00
H -4.2873 2.7887 1.1471  -0.02
H -3.1833 0.6392 1.6821  -0.02
H -2.3427 0.9833 -3.0261  0.00
H -1.1756 0.3226 -4.1531  0.00
H -1.7480 -0.6383 -2.7884  0.00
C 1.5460 -0.7046 -2.7754  0.07
Ge 1.8343 0.1544 -0.9370  0.00
C 2.1106 2.1042 -1.5107  0.03
C 2.6268 2.3761 -2.7705  0.03
C 2.7583 3.6768 -3.2232  0.00
C 2.3659 4.7368 -2.4268  0.00
C 1.8464 4.4838 -1.1707  0.02
C 1.7353 3.1801 -0.7191  0.11
C 3.7418 -0.4438 -0.4412  0.12
C 4.2559 -1.5716 -1.0375  0.02
C 5.4921 -2.1095 -0.6684  -0.02
C 6.2299 -1.5260 0.3255  0.04
C 5.7394 -0.3867 0.9934  -0.02
C 6.4616 0.2256 2.0383  0.00
C 5.9599 1.3148 2.6950  0.00
C 4.7014 1.8231 2.3492  0.03
C 3.9779 1.2482 1.3403  -0.03
C 4.4730 0.1456 0.6203  -0.07
H 2.4775 -0.7215 -3.3353  0.00
H 0.8358 -0.0696 -3.2926  0.00
H 1.1427 -1.7113 -2.7187  -0.01
H 2.9252 1.5599 -3.4116  0.00
H 3.1594 3.8651 -4.2099  0.00
H 2.4576 5.7519 -2.7886  0.00
H 1.5125 5.3024 -0.5516  0.00
H 1.3148 3.0042 0.2621  -0.08
H 3.7022 -2.0470 -1.8344  0.01
H 5.8603 -2.9929 -1.1748  0.00
H 7.1890 -1.9351 0.6138  0.00
H 7.4202 -0.1905 2.3213  0.00
H 6.5272 1.7860 3.4861  0.00
H 4.3058 2.6709 2.8903  0.00
H 3.0070 1.6396 1.0682  0.00
F -3.2145 -3.2002 2.7046  0.00
C -2.9235 -2.3393 3.6800  0.01
F -3.6163 -2.7758 4.7508  0.00
F -3.4217 -1.1476 3.3705  0.00
C -1.3777 -2.2272 3.9555  -0.02
O -0.7946 -1.1983 3.3666  0.02
C -1.1832 -2.1098 5.5012  0.00
F -1.9892 -1.1824 6.0221  0.00
F -1.4078 -3.2435 6.1795  0.00
F 0.0646 -1.7322 5.7905  0.00
C -0.7370 -3.5609 3.4811  0.02
F -1.3793 -4.6727 3.8603  0.00
F -0.6972 -3.5708 2.1381  0.01
F 0.5253 -3.6856 3.9002  0.00

=====

2.
The following is a DFT calculation (ωB97M-V/def2-TZVPD) of a molecular structure, C48H41N5P2S2ScTe in a non-equilibrium geometry.

Its energy above the lowest of the compared OMol25 structures with the same formula, charge and spin is 283.6 kJ/mol. The value obtained for the HOMO energy (alpha / beta) is -3.33 / -3.12 eV. Its total charge is -1. The value obtained for the lowest unoccupied orbital energy (alpha / beta) is 0.07428 / 0.07431 Eh.

Each line ends with the Mulliken charge.
Geometry (Å):
Sc 1.4573 1.0559 0.1824  -1.44
C 1.7173 4.0605 -3.9967  -0.79
S -0.0060 3.4766 -3.9205  -0.09
C 0.2679 2.4053 -2.5097  0.51
S -0.2076 2.9721 -0.9702  -0.48
N 0.8997 1.3357 -2.8425  -1.29
N 1.4479 0.5619 -1.8743  2.27
C 2.2693 -0.3923 -2.3332  -1.33
C 3.2629 -0.9007 -1.4953  0.65
C 4.2274 -1.8328 -1.9637  -1.20
C 5.2954 -2.1586 -1.1828  -0.61
C 5.4100 -1.5598 0.0867  -0.74
C 4.4064 -0.7120 0.5031  -0.74
N 3.3368 -0.3854 -0.2151  1.36
H 1.7920 4.7633 -4.8187  0.39
H 2.3569 3.1982 -4.1622  0.21
H 1.9673 4.5443 -3.0558  0.18
H 2.2671 -0.6238 -3.3969  0.38
H 4.0988 -2.2452 -2.9529  0.48
H 6.0461 -2.8538 -1.5349  0.42
H 6.2498 -1.7651 0.7313  0.41
H 4.4517 -0.2794 1.4985  0.28
C -0.3547 -2.2454 -2.3330  -1.88
N -0.8509 -1.7389 -1.0479  0.90
P 0.3031 -1.7912 0.2659  0.05
C 1.1424 -3.4141 -0.0029  1.07
C 0.4642 -4.5410 -0.4650  -0.24
C 1.1330 -5.7378 -0.6288  -0.88
C 2.4829 -5.8340 -0.3282  -0.80
C 3.1484 -4.7310 0.1790  -0.50
C 2.4786 -3.5314 0.3535  -0.76
C -0.7384 -2.5344 1.5952  1.72
C -0.2377 -2.5037 2.8931  -0.47
C -0.9543 -3.0692 3.9312  -0.61
C -2.1691 -3.6849 3.6810  -0.77
C -2.6526 -3.7491 2.3852  -0.88
C -1.9386 -3.1809 1.3459  -0.72
P -1.3219 -0.0211 -1.0507  -0.62
C -2.9271 0.0300 -0.1485  1.29
C -3.2394 1.2814 0.3765  -0.58
C -4.4671 1.5025 0.9718  -0.52
C -5.3905 0.4742 1.0512  -0.86
C -5.0945 -0.7621 0.4991  -0.56
C -3.8742 -0.9816 -0.1101  -0.52
C -2.2856 0.1305 -2.6172  1.80
C -2.8816 -0.9454 -3.2720  -0.40
C -3.5668 -0.7504 -4.4568  -0.86
C -3.6902 0.5180 -4.9991  -0.78
C -3.1841 1.6018 -4.3024  -0.90
C -2.5046 1.4098 -3.1133  -0.73
H -0.9657 -3.0972 -2.6479  0.20
H 0.6814 -2.5850 -2.2642  0.57
H -0.4031 -1.4819 -3.1108  0.62
H -0.5884 -4.4771 -0.6918  0.25
H 0.5951 -6.6046 -0.9855  0.45
H 3.0114 -6.7639 -0.4845  0.38
H 4.1934 -4.8032 0.4380  0.51
H 3.0021 -2.6835 0.7689  0.48
H 0.7076 -2.0092 3.0956  0.02
H -0.5616 -3.0236 4.9371  0.46
H -2.7402 -4.1158 4.4919  0.36
H -3.5893 -4.2484 2.1819  0.43
H -2.3153 -3.2298 0.3368  0.41
H -2.5151 2.0836 0.3137  0.14
H -4.6981 2.4770 1.3772  0.45
H -6.3454 0.6312 1.5349  0.37
H -5.8300 -1.5547 0.5281  0.46
H -3.6664 -1.9345 -0.5722  0.02
H -2.8200 -1.9391 -2.8602  0.28
H -4.0092 -1.6011 -4.9596  0.43
H -4.1823 0.6622 -5.9505  0.38
H -3.3045 2.6036 -4.6859  0.45
H -2.1402 2.2695 -2.5731  0.93
C 4.5890 4.3936 0.0221  -0.97
C 4.1451 5.2427 1.0225  -0.72
C 3.0318 4.9042 1.7610  -0.93
C 2.3132 3.7375 1.4782  0.93
C 2.7575 2.8282 0.4757  0.33
C 3.9187 3.2005 -0.2140  0.43
C 1.0602 3.4555 2.1781  0.83
C 0.3468 4.4556 2.8366  -1.03
C -0.8206 4.1830 3.5201  -1.69
C -1.3720 2.8845 3.4509  1.42
C -2.5720 2.5052 4.0784  -0.92
C -3.0696 1.2284 3.9477  -1.20
C -2.4094 0.3065 3.1467  0.08
C -1.2292 0.6594 2.5274  0.63
C -0.6591 1.9170 2.6959  -0.82
N 0.5902 2.1616 2.1639  0.52
H 5.4611 4.6557 -0.5681  0.42
H 4.6673 6.1711 1.2228  0.37
H 2.7276 5.5497 2.5751  0.37
H 4.3183 2.5406 -0.9843  0.38
H 0.7175 5.4693 2.8171  0.45
H -1.3222 4.9541 4.0848  0.40
H -3.0947 3.2349 4.6819  0.38
H -3.9806 0.9472 4.4556  0.42
H -2.8136 -0.6819 2.9984  0.52
H -0.7171 -0.0551 1.8889  -0.22
Te 2.0563 0.7112 3.0896  -0.22

=====

3.
The following is a DFT calculation (ωB97M-V/def2-TZVPD) of a molecular structure, C48H43Br2IN8O8S5W.

Its energy above the lowest of the compared OMol25 structures with the same formula, charge and spin is 0.0 kJ/mol. The value obtained for the HOMO energy (alpha / beta) is -7.09 / -7.21 eV. The value obtained for the lowest unoccupied orbital energy (alpha / beta) is -0.02433 / -0.01843 Eh.

Each line ends with the Mulliken charge.
Geometry (Å):
W 0.3028 0.8690 -0.2669  1.16
Br -0.2231 0.0769 6.5150  -0.17
C 0.0545 0.2076 4.6619  -0.89
C -0.4262 -0.7693 3.8105  -0.93
C -0.2361 -0.6122 2.4570  -0.20
N 0.4045 0.4374 1.9157  1.16
C 0.8626 1.3751 2.7599  0.97
C 0.7097 1.2953 4.1352  -0.72
C 1.5272 2.4929 2.1053  1.15
C 2.2279 3.4630 2.8097  -1.31
C 2.9053 4.4258 2.1044  -0.77
Br 3.8840 5.7529 3.0074  -0.15
C 2.8876 4.3925 0.7197  -1.52
C 2.1642 3.4040 0.1017  -0.24
N 1.4606 2.4712 0.7684  0.98
H -0.9571 -1.6336 4.1810  0.53
H -0.6257 -1.3437 1.7707  0.22
H 1.0479 2.0936 4.7758  0.54
H 2.2506 3.4536 3.8873  0.61
H 3.4357 5.1103 0.1278  0.60
H 2.1796 3.3173 -0.9726  0.60
C 3.0874 1.6993 -5.1627  -1.42
C 2.3064 0.4957 -4.7639  1.41
C 2.6285 -0.8013 -5.0777  -1.29
C 1.8263 -1.8190 -4.5533  0.93
N 0.7762 -1.5738 -3.7732  -0.34
C 0.4843 -0.3095 -3.4888  0.35
S -0.8374 0.1369 -2.4714  -0.54
N 1.2208 0.7022 -4.0073  0.40
C 2.1316 -3.2599 -4.8112  -1.37
H 3.9218 1.4263 -5.8031  0.43
H 3.4627 2.1904 -4.2618  0.18
H 2.4486 2.4175 -5.6776  0.32
H 3.4904 -1.0230 -5.6893  0.39
H 0.9987 1.6715 -3.6713  0.01
H 2.7915 -3.3900 -5.6668  0.43
H 1.2053 -3.8120 -4.9595  0.37
H 2.6241 -3.6768 -3.9297  0.22
N -7.3260 5.7182 1.5715  -0.57
C -6.1007 5.1109 1.8108  1.01
C -5.8130 4.5589 3.0608  -0.86
C -4.5754 3.9948 3.3106  -0.32
C -3.6068 3.9817 2.3174  -0.75
C -3.8837 4.5226 1.0670  -0.22
C -5.1184 5.0845 0.8151  -0.90
S -2.0215 3.2813 2.6452  2.02
O -1.0371 4.3395 2.6589  -0.81
O -2.1631 2.4864 3.8458  -0.72
N -1.6733 2.3898 1.3575  -0.07
C -2.3417 1.2623 1.1137  0.36
S -3.8883 0.7235 1.7024  -0.16
C -3.7392 -0.7238 0.7590  -0.63
C -2.5830 -0.7315 0.0740  -0.83
N -1.7907 0.3798 0.2815  -0.06
H -8.0832 5.4292 2.1684  0.22
H -7.5963 5.7949 0.6050  0.23
H -6.5683 4.5727 3.8379  0.30
H -4.3521 3.5521 4.2723  0.53
H -3.1332 4.4890 0.2859  0.32
H -5.3321 5.5066 -0.1600  0.34
H -4.5072 -1.4784 0.7625  0.50
H -2.2296 -1.5055 -0.5887  0.36
I -1.6094 9.3627 -0.5785  0.06
C -1.0456 7.4210 -1.0954  -0.33
C -0.6884 7.1441 -2.4105  -0.59
C -0.3116 5.8564 -2.7544  -0.37
C -0.3079 4.8544 -1.7910  -0.04
C -0.6691 5.1432 -0.4798  0.89
C -1.0364 6.4324 -0.1234  -0.42
C 0.1317 3.4724 -2.1448  0.05
O 0.7083 3.2388 -3.2114  -0.98
O -0.0802 2.6007 -1.2248  0.43
H -0.7026 7.9273 -3.1559  0.39
H -0.0220 5.6166 -3.7689  0.50
H -0.6645 4.3603 0.2700  -0.57
H -1.3099 6.6446 0.9020  0.66
C -1.7790 -11.8959 1.0344  -1.39
C -1.5410 -10.4882 0.5625  0.88
C -1.6787 -9.4115 1.4383  -0.83
C -1.4369 -8.1164 1.0185  -0.49
C -1.0512 -7.8904 -0.2957  0.02
C -0.9178 -8.9409 -1.1884  -0.38
C -1.1630 -10.2343 -0.7518  -0.71
S -0.7492 -6.2371 -0.8326  1.48
O -0.6312 -6.2723 -2.2641  -0.72
O -1.6965 -5.3693 -0.1910  -0.66
N 0.7174 -5.8917 -0.1674  -0.20
C 0.9239 -4.5712 0.4404  -1.31
C 0.8844 -3.4148 -0.5512  0.12
C 1.1534 -2.0998 0.1525  -0.03
O 2.0407 -1.9933 0.9716  -0.63
O 0.3271 -1.1463 -0.2011  0.57
H -2.4724 -11.9194 1.8743  0.36
H -0.8435 -12.3529 1.3645  0.29
H -2.1846 -12.5162 0.2356  0.37
H -1.9870 -9.5931 2.4609  0.34
H -1.5564 -7.2805 1.6954  0.42
H -0.6403 -8.7376 -2.2136  0.48
H -1.0671 -11.0591 -1.4478  0.37
H 1.4566 -6.1747 -0.7996  0.34
H 1.8863 -4.6004 0.9479  0.41
H 0.1568 -4.4377 1.2021  0.37
H -0.0663 -3.3707 -1.0798  0.39
H 1.6693 -3.5365 -1.3048  0.04
S 2.4708 0.5978 -1.2884  -0.45
C 3.8536 0.9526 -0.2296  0.50
C 4.9392 1.6320 -0.7793  -0.47
C 6.0301 1.9737 0.0076  -0.71
C 6.0448 1.6460 1.3560  -0.63
C 4.9714 0.9538 1.9025  -0.86
C 3.8838 0.5998 1.1176  -0.35
H 4.9186 1.9013 -1.8295  0.39
H 6.8650 2.5052 -0.4322  0.41
H 6.8893 1.9205 1.9751  0.40
H 4.9842 0.6773 2.9503  0.47
H 3.0630 0.0234 1.5260  0.33

=====

4.
The following is a DFT calculation (ωB97M-V/def2-TZVPD) of 2 unconnected molecules or ions with the total composition C48H43F3N3O in a non-equilibrium geometry.

Its energy above the lowest of the compared OMol25 structures with the same formula, charge and spin is 76.4 kJ/mol. The value obtained for the HOMO energy is -8.03 eV. Its total charge is +1. The value obtained for the lowest unoccupied orbital energy is -0.21616 Eh.

Each line ends with the Mulliken charge.
Geometry (Å):
F 5.5235 -6.6070 0.0387  -0.30
C 4.5947 -6.2580 0.9946  0.29
C 3.7009 -7.2385 1.4354  -0.76
C 2.7480 -6.8300 2.3766  0.26
F 1.8595 -7.7714 2.8557  -0.30
C 2.6710 -5.5404 2.8679  -0.80
C 3.6617 -4.5833 2.4835  1.39
C 3.7224 -3.3720 3.2113  -1.40
C 4.5902 -2.2720 2.9875  1.61
C 4.9841 -1.5301 4.1326  -0.85
C 5.8933 -0.4955 4.0166  -0.59
C 6.3735 -0.1082 2.7571  -0.55
C 5.8832 -0.7657 1.6324  0.07
F 6.2637 -0.2957 0.3959  -0.33
C 5.0106 -1.8446 1.6984  -0.15
C 4.6122 -4.9599 1.4910  -0.70
H 3.7316 -8.2555 1.0578  0.51
H 1.9001 -5.2529 3.5856  0.43
H 3.2656 -3.4151 4.2102  0.53
H 4.5739 -1.8333 5.0999  0.42
H 6.2433 0.0024 4.9187  0.42
H 7.0970 0.6951 2.6568  0.48
H 4.6302 -2.3173 0.7926  0.24
H 5.3523 -4.2395 1.1513  0.77
C 1.1978 -2.1154 3.0947  -0.65
C 0.2555 -1.2040 2.3883  0.61
C 0.5763 0.1477 2.2636  -1.12
C -0.2126 0.9869 1.4732  0.96
C 0.1038 2.4492 1.4005  -1.69
C -1.2313 0.3971 0.7274  -0.85
N -1.8688 1.1749 -0.2727  1.38
C -1.3014 1.7311 -1.3960  -0.63
C 0.1389 1.7609 -1.6995  -0.18
C 1.0725 0.6569 -1.2986  1.72
C 2.4227 1.0378 -0.8469  -1.99
C 0.7207 -0.6985 -1.4987  0.39
C -0.4200 -1.0669 -2.2511  0.04
C -0.7771 -2.4031 -2.4048  -0.69
C 0.0210 -3.4189 -1.8691  -0.68
C 1.1701 -3.0889 -1.1360  -0.39
C 1.5313 -1.7585 -0.9679  -0.41
O 0.5645 2.7976 -2.2617  -0.68
N -2.2455 2.5494 -1.9157  1.28
C -2.2391 3.5622 -2.9217  -0.05
C -1.8608 3.2545 -4.2405  1.55
C -1.4564 1.8775 -4.6430  -1.34
C -1.9033 4.2696 -5.2006  -1.31
C -2.3963 5.5397 -4.8948  0.58
C -2.4372 6.6164 -5.9374  -1.45
C -2.8476 5.7955 -3.5976  -1.09
C -2.7859 4.8221 -2.5985  0.64
C -3.2751 5.1782 -1.2341  -1.30
N -3.4488 2.3800 -1.2449  -1.36
C -3.1866 1.6024 -0.2292  0.61
C -4.1080 1.2528 0.8355  0.20
C -5.4449 1.0099 0.4555  -0.71
C -6.3321 0.4698 1.3816  -0.70
C -5.9112 0.2441 2.7014  -0.45
C -4.6131 0.5835 3.1114  -0.68
C -3.7269 1.1393 2.1931  0.28
C -1.6291 -0.9311 0.8959  1.49
C -2.7867 -1.5479 0.1707  -2.43
C -0.8654 -1.7264 1.7516  -0.94
H 0.7335 -3.0707 3.3617  0.33
H 2.0312 -2.3426 2.4114  -0.24
H 1.6317 -1.6482 3.9854  0.48
H 1.4551 0.5572 2.7693  0.52
H -0.8041 3.0673 1.3933  0.29
H 0.6950 2.7219 2.2867  0.60
H 0.7095 2.6993 0.5176  0.26
H 3.1638 0.3033 -1.1902  0.65
H 2.6994 2.0317 -1.2267  0.31
H 2.4782 1.0526 0.2540  0.16
H -0.9804 -0.2752 -2.7524  0.33
H -1.6758 -2.6435 -2.9753  0.43
H -0.2467 -4.4643 -2.0369  0.39
H 1.8070 -3.8754 -0.7177  0.49
H 2.4556 -1.5080 -0.4343  -0.04
H -1.4812 1.8190 -5.7372  0.54
H -0.4305 1.6473 -4.3273  0.27
H -2.1378 1.1098 -4.2533  0.21
H -1.5647 4.0546 -6.2174  0.43
H -2.9942 7.4818 -5.5648  0.37
H -1.4216 6.9465 -6.1917  0.30
H -2.9150 6.2650 -6.8598  0.35
H -3.2563 6.7820 -3.3511  0.28
H -3.7920 6.1416 -1.3065  0.43
H -3.9847 4.4415 -0.8463  0.21
H -2.4553 5.3030 -0.5134  0.27
H -5.7255 1.2102 -0.5798  0.44
H -7.3489 0.2262 1.0647  0.40
H -6.6069 -0.1859 3.4242  0.40
H -4.2891 0.4135 4.1436  0.42
H -2.7329 1.4638 2.5099  0.35
H -2.5787 -2.6158 0.0105  0.64
H -3.7159 -1.4750 0.7580  0.34
H -2.9531 -1.0913 -0.8133  0.30
H -1.1195 -2.7822 1.8735  0.40

=====

What is the formula in the third record?
C48H43Br2IN8O8S5W